Entry from OMol25: the molecule C5H5FN2 (the ωB97M-V functional and the def2-TZVPD basis).

Last column: Mulliken charge in e.
Cartesian coordinates (Å):
H -3.0419 1.2347 0.3432  0.28
N -2.0543 1.5161 -0.0163  -0.66
C -1.1029 0.7770 -0.0875  0.08
N 0.2371 1.0044 -0.3306  -0.29
C 0.9918 -0.2043 -0.0873  0.44
C 2.3142 -0.1166 0.0544  -0.77
C -0.0531 -1.2817 -0.1494  -0.73
C -1.2665 -0.7384 -0.1056  0.73
F -2.4837 -1.2217 -0.0025  -0.28
H 0.6723 1.9859 0.1395  0.35
H 2.6249 -1.2211 0.1050  0.17
H 3.0015 0.6372 0.3706  0.33
H 0.1606 -2.3716 -0.2334  0.34

As for the spin multiplicity: 1. Its gap between HOMO and LUMO is 9.147 eV. The SMILES is [H]/N=C1/NC(=C)C=C1F.

---

Entry from OMol25: the molecule C5H5FOS (the ωB97M-V functional and the def2-TZVPD basis).

Last column: Mulliken charge in e.
Cartesian coordinates (Å):
C 2.1169 -0.9227 -0.4104  -0.64
C 0.9114 -1.0575 0.1158  -0.31
C -0.0638 0.0675 -0.1741  0.33
C 0.2811 1.3490 0.0864  -0.09
F -0.5099 2.3472 -0.2981  -0.23
O -1.3239 -0.1908 -0.6260  -0.32
C -2.3875 0.1003 0.0818  0.06
S -3.9355 -0.3246 -0.1945  -0.26
H 2.3661 -0.0834 -1.0773  0.34
H 2.9188 -1.6672 -0.0114  0.22
H 0.4821 -1.8895 0.7771  0.27
H 1.1959 1.6527 0.6942  0.36
H -2.0517 0.6189 1.0365  0.26

As for the spin multiplicity: 1. Its gap between HOMO and LUMO is 9.302 eV. The SMILES is C=C/C(=C/F)OC=S.

---

Entry from OMol25: C5H5I2NO2 as an isolated structure (the ωB97M-V functional and the def2-TZVPD basis).

Last column: Mulliken charge in e.
Cartesian coordinates (Å):
C -0.6897 0.9865 1.2615  -0.03
C -1.3909 0.3825 0.3472  -0.29
C 1.5959 0.3152 0.4803  0.42
C 1.0764 -0.2285 -0.8317  -0.43
C -0.2360 -0.7342 -0.8912  -0.03
N 0.6765 0.6603 1.3940  -0.09
O 2.7959 0.3434 0.7498  -0.65
O -0.7890 -0.8452 -2.1766  -0.52
I -3.5164 0.3833 0.1487  0.09
I -0.5827 -2.5433 0.2556  0.11
H -1.2822 1.6299 2.0700  0.23
H 1.0190 0.6651 -1.5225  0.26
H 1.8787 -0.9306 -1.2628  0.29
H 1.1612 0.9650 2.2502  0.24
H -1.7167 -1.0493 -2.2723  0.38

As for the spin multiplicity: 1. Its gap between HOMO and LUMO is 8.818 eV.

---

Entry from OMol25: a 2-piece molecular cluster, C5H5N overall (the ωB97M-V functional and the def2-TZVPD basis).

Last column: Mulliken charge in e.
Cartesian coordinates (Å):
C 0.6590 0.7455 -0.7356  0.53
C 0.3457 0.6370 0.5070  0.29
C -2.1154 -2.4775 -0.0493  -0.10
C 1.0622 0.9903 -1.9898  -0.93
C -0.1836 0.4733 1.6948  -0.93
N -1.0786 -2.2190 0.4105  -0.17
H 0.4532 0.8560 -2.9041  0.28
H 2.1757 1.3471 -1.9629  0.21
H -1.2052 0.0806 1.7921  0.35
H 0.2740 1.0926 2.6102  0.21
H -0.3869 -1.5258 0.6270  0.26

As for the spin multiplicity: 1. Its gap between HOMO and LUMO is 9.139 eV.

---

Entry from OMol25: the molecule C5H5N (the ωB97M-V functional and the def2-TZVPD basis).

Last column: Mulliken charge in e.
Cartesian coordinates (Å):
C 1.5440 -0.9309 0.0320  -0.91
N -0.4077 2.3712 0.1200  -0.70
C 0.1907 1.2613 -0.1373  0.36
C -1.0945 0.0727 -0.1679  -0.92
C 0.6957 0.1370 -0.5087  0.00
C -2.0775 -0.6209 -0.0688  0.58
H -1.3423 2.7616 0.1090  0.28
H 1.0514 -1.4032 0.8940  0.32
H 2.5196 -0.5567 0.3454  0.30
H 1.7092 -1.7079 -0.7152  0.26
H -2.7885 -1.3842 0.0975  0.43

As for the spin multiplicity: 1. Its gap between HOMO and LUMO is 8.859 eV.

---

Entry from OMol25: the molecule C5H5N (the ωB97M-V functional and the def2-TZVPD basis).

Last column: Mulliken charge in e.
Cartesian coordinates (Å):
C 1.0273 -0.5321 -0.4120  -0.30
C 0.7836 0.8641 -0.1223  -0.27
C -0.2636 1.3120 0.6163  -0.17
N -1.0522 0.3765 1.2497  -0.58
C -1.0344 -0.7421 0.5932  -0.03
C -0.2170 -1.0133 -0.5899  -0.37
H 1.9610 -0.9590 -0.7835  0.35
H 1.3088 1.4819 -0.8375  0.29
H -0.4825 2.3664 0.7452  0.39
H -1.4380 -1.6509 1.0423  0.37
H -0.5748 -1.4705 -1.5062  0.33

As for the spin multiplicity: 1. Its gap between HOMO and LUMO is 8.768 eV. The SMILES is c1ccncc1.

---

Entry from OMol25: a 2-piece molecular cluster, C5H5N overall (the ωB97M-V functional and the def2-TZVPD basis).

Last column: Mulliken charge in e.
Cartesian coordinates (Å):
C -0.7736 -0.6301 0.2938  -0.43
C 0.3584 -0.5020 -0.8355  -0.48
C -0.2427 -1.6856 -0.5732  0.72
C -0.0899 0.6411 -0.1353  0.41
C 0.6276 1.5588 0.7105  -0.95
N -0.1993 -2.8649 -0.8513  -0.66
H -1.3619 1.6532 -1.1048  0.16
H 1.2826 2.2397 0.1428  0.28
H 1.2170 0.9695 1.2882  0.40
H -0.1478 2.1698 1.2654  0.28
H -0.6704 -3.5494 -0.2007  0.27

As for the spin multiplicity: 1. Its gap between HOMO and LUMO (alpha / beta) is 8.001 / 8.002 eV.

---

Entry from OMol25: the molecule C5H5N (the ωB97M-V functional and the def2-TZVPD basis).

Last column: Mulliken charge in e.
Cartesian coordinates (Å):
C -1.3579 0.9352 3.3667  -0.37
C -1.4592 0.4370 2.2203  0.23
C -0.1060 0.1563 0.1528  0.07
C -1.1183 -0.3310 1.1869  -0.45
C 1.0612 -0.1685 -1.7064  -0.72
N -0.0111 -0.5633 -0.8405  -0.39
H 0.5558 1.0100 0.4372  0.34
H -1.5256 -1.2269 0.8746  0.46
H 1.2114 -1.0265 -2.5062  0.24
H 1.9621 -0.0574 -1.0681  0.29
H 0.7875 0.8352 -2.1172  0.30

As for the spin multiplicity: 3. Its gap between HOMO and LUMO (alpha / beta) is 9.239 / 7.027 eV.

---

Entry from OMol25: a 2-piece molecular cluster, C5H5N2 overall (the ωB97M-V functional and the def2-TZVPD basis).

Last column: Mulliken charge in e.
Cartesian coordinates (Å):
C -0.1799 -0.8467 -1.6067  -0.22
C -0.9904 -0.0102 -1.1575  0.22
C 1.0567 -0.3332 0.2869  -0.29
C 0.1143 0.5836 0.5157  -0.12
C 1.0548 -1.2387 -0.8652  -0.07
N -2.7295 1.3654 0.9888  0.00
N -1.0137 0.8745 -0.1604  -0.24
H 1.9098 -0.2042 0.9736  0.33
H 0.3085 1.1579 1.3659  0.40
H 0.9018 -2.2139 -0.3934  0.31
H 1.9591 -1.2520 -1.6077  0.36
H -2.3915 2.1175 1.6599  0.30

As for the spin multiplicity: 1. Its gap between HOMO and LUMO (alpha / beta) is 6.682 / 7.309 eV. As for the total charge: +1.

---

Entry from OMol25: C5H5N2O3 as an isolated structure (the ωB97M-V functional and the def2-TZVPD basis).

Last column: Mulliken charge in e.
Cartesian coordinates (Å):
C -1.2440 1.7089 0.4901  0.03
C 1.5628 -1.2961 -0.0736  0.51
C -1.5525 -0.6309 -0.1405  -1.40
C -0.6252 0.3834 0.5017  0.63
C 0.7705 0.4526 -0.3392  -0.20
N -1.8059 2.7042 0.2777  -0.54
N 1.8249 0.8787 0.3170  -0.14
O 1.3228 -1.5162 1.0653  -0.53
O 2.0018 -1.7629 -1.0487  -0.52
O 2.9634 1.1207 -0.2232  -0.56
H -1.2412 -1.0409 -1.1866  0.30
H -2.5253 -0.2208 -0.2555  0.48
H -1.6443 -1.4246 0.5104  0.31
H -0.2761 0.1218 1.5536  0.30
H 0.4682 0.5221 -1.4486  0.35

As for the spin multiplicity: 1. Its gap between HOMO and LUMO is 7.840 eV. As for the total charge: -1.

---

Entry from OMol25: the molecule C5H5N3 (the ωB97M-V functional and the def2-TZVPD basis).

Last column: Mulliken charge in e.
Cartesian coordinates (Å):
C 2.5777 -0.7812 -0.3138  -0.25
C 1.7406 0.1639 0.0441  -0.20
C 0.7507 1.2238 0.2579  -0.19
N -0.5117 0.4315 -0.2943  0.79
C -0.4030 -0.8994 0.0558  -0.01
N -1.7466 -1.2801 0.1205  -0.54
C -2.4863 -0.1609 -0.2023  0.03
N -1.6482 0.9187 -0.4070  -1.01
H 3.1070 -1.8368 -0.8479  0.31
H 0.6645 1.6063 1.3028  0.27
H 1.1354 2.0741 -0.6071  0.24
H 0.4306 -1.4338 0.6696  0.29
H -3.6106 -0.0260 0.2216  0.27

As for the spin multiplicity: 1. Its gap between HOMO and LUMO is 9.963 eV. The SMILES is C#CCn1cncn1.

---

Entry from OMol25: the molecule C5H5N3 (the ωB97M-V functional and the def2-TZVPD basis).

Last column: Mulliken charge in e.
Cartesian coordinates (Å):
C -1.2794 -0.2567 -1.0813  -0.39
C -1.4428 0.8732 -0.3276  -0.58
C -0.3142 0.9503 0.5391  0.46
N 0.4303 1.7520 1.3245  -0.49
N 1.6379 1.1036 1.6356  -0.41
C 1.6350 -0.0207 1.0403  0.11
N 0.5618 -0.1447 0.2663  0.09
C -0.0058 -1.0984 -0.6521  -0.49
H -2.0326 -0.6190 -1.7946  0.36
H -2.2341 1.5451 -0.4691  0.46
H 2.6012 -0.7134 1.0853  0.31
H -0.2305 -1.9409 0.0103  0.30
H 0.6732 -1.4303 -1.5769  0.27

As for the spin multiplicity: 1. Its gap between HOMO and LUMO is 9.380 eV. The SMILES is C1=Cc2nncn2C1.

---

Entry from OMol25: the molecule C5H5N3O2 (the ωB97M-V functional and the def2-TZVPD basis).

Last column: Mulliken charge in e.
Cartesian coordinates (Å):
N -2.4265 0.1548 0.1076  -0.42
C -1.3925 0.8699 -0.3551  0.26
O -1.7829 2.0496 -0.5581  -0.66
C -0.0265 0.5836 0.1726  0.23
N 0.4162 1.1663 1.2745  -0.77
N 1.6520 0.6910 1.4503  0.24
C 1.9944 -0.2501 0.5652  -0.65
C 0.8989 -0.4040 -0.2819  0.73
C 0.7260 -1.4467 -1.2888  -0.03
O 1.6037 -2.2245 -1.6110  -0.51
H -2.3718 -0.8463 -0.0330  0.25
H -3.1831 1.0621 0.0307  0.38
H 2.2251 1.0624 2.1992  0.21
H 2.9307 -0.7951 0.6326  0.46
H -0.3047 -1.5730 -1.6828  0.28

As for the spin multiplicity: 1. Its gap between HOMO and LUMO is 10.126 eV. The SMILES is NC(=O)c1n[nH]cc1C=O.

---

Entry from OMol25: the molecule C5H5N3O5 (the ωB97M-V functional and the def2-TZVPD basis).

Last column: Mulliken charge in e.
Cartesian coordinates (Å):
O 3.0690 1.9954 -0.4507  -0.60
N 2.8706 0.8996 -0.0993  0.98
O 3.7159 0.0746 0.0614  -0.58
C 1.5297 0.3742 0.0715  0.15
C 0.5501 1.0004 -0.5579  -0.66
C -0.9439 0.5923 -0.4316  0.77
O -1.6146 0.8780 -1.6409  -0.51
N -1.5469 1.2415 0.7571  1.08
O -0.9525 1.2092 1.7680  -0.55
O -2.6520 1.6861 0.5696  -0.63
C -1.0141 -0.8370 0.1971  -0.23
N -0.0510 -1.4586 0.7714  -0.55
C 1.3180 -0.9485 0.8394  -0.83
H 0.7290 1.9394 -1.0314  0.43
H -2.4738 0.5079 -1.6587  0.37
H -1.9827 -1.3060 0.1591  0.41
H 2.0908 -1.6226 0.7074  0.59
H 1.4463 -0.7986 1.8662  0.37

As for the spin multiplicity: 1. Its gap between HOMO and LUMO is 9.868 eV. The SMILES is O=[N+]([O-])C1=C[C@](O)([N+](=O)[O-])C=NC1.

---

Entry from OMol25: C5H5NO as an isolated structure (the ωB97M-V functional and the def2-TZVPD basis).

Last column: Mulliken charge in e.
Cartesian coordinates (Å):
N 2.5572 1.4122 0.1192  -0.46
C 1.8966 0.4612 0.2254  0.12
C 0.9096 -0.6415 0.2879  0.25
O 0.0369 -0.4537 1.4185  -0.41
C -1.0811 -0.3368 0.5420  0.00
C -0.9360 0.8151 -0.3949  -0.69
C -0.2509 -0.5083 -0.6985  -0.36
H 1.4317 -1.6036 0.3620  0.32
H -1.9960 -0.8100 0.8776  0.39
H -1.8158 1.0699 -0.9888  0.26
H -0.3159 1.6660 -0.1422  0.23
H -0.4362 -1.0705 -1.6082  0.37

As for the spin multiplicity: 1. Its gap between HOMO and LUMO is 11.015 eV.

---

Entry from OMol25: the molecule C5H5NO (the ωB97M-V functional and the def2-TZVPD basis).

Last column: Mulliken charge in e.
Cartesian coordinates (Å):
H -2.4333 0.0414 0.4202  0.24
N -1.9810 0.9258 0.1689  -0.63
C -0.8679 0.7043 -0.3979  -0.17
C -0.2869 -0.6288 -0.8414  -0.35
C 1.1927 -0.8342 -0.3517  -0.24
C 1.6612 -0.2101 0.7260  -0.56
C 1.2615 0.6231 1.6580  0.74
O 1.1667 1.3104 2.5955  -0.37
H -0.2756 1.5732 -0.7056  0.46
H -0.9939 -1.4256 -0.5279  0.30
H -0.3969 -0.5803 -1.9378  0.26
H 1.9532 -1.4993 -0.8063  0.33

As for the spin multiplicity: 1. Its gap between HOMO and LUMO is 8.594 eV. The SMILES is [H]/N=C\CC=C=C=O.

---

Entry from OMol25: C5H5NO as an isolated structure (the ωB97M-V functional and the def2-TZVPD basis).

Last column: Mulliken charge in e.
Cartesian coordinates (Å):
N 2.1679 0.6042 -1.0849  -0.47
C 1.7940 0.3571 0.0322  -0.08
C 0.8525 -0.5992 0.6327  0.61
O -0.0457 -0.2995 1.6452  -0.38
C -1.1394 -0.2888 0.6965  -0.19
C -0.9905 0.8109 -0.2600  -0.31
C -0.2397 -0.4998 -0.5267  -0.69
H 1.3787 -1.5465 0.7685  0.32
H -2.0363 -0.8091 1.0152  0.38
H -1.8224 0.9539 -0.9465  0.25
H -0.4977 1.7365 0.0475  0.21
H 1.4289 0.2382 -1.7526  0.36

As for the spin multiplicity: 1. Its gap between HOMO and LUMO (alpha / beta) is 8.151 / 6.910 eV.

---

Entry from OMol25: C5H5NO as an isolated structure (the ωB97M-V functional and the def2-TZVPD basis).

Last column: Mulliken charge in e.
Cartesian coordinates (Å):
O -1.5010 0.3963 -0.5230  -0.54
C -1.0147 -0.7613 0.1571  -0.50
C 0.4218 -0.6734 -0.4047  0.51
C 0.2592 0.8179 -0.5081  -0.12
C 0.2187 2.0228 -0.1099  -0.60
C 1.5312 -1.1243 0.4364  0.00
N 2.3901 -1.4962 1.1149  -0.38
H -1.1091 1.4983 -0.0701  0.40
H -1.0335 -0.6585 1.2487  0.31
H -1.5585 -1.6564 -0.1514  0.30
H 0.4766 -1.1461 -1.3901  0.26
H 0.9193 2.7809 0.2003  0.35

As for the spin multiplicity: 1. Its gap between HOMO and LUMO is 10.497 eV.

---

Entry from OMol25: C5H5NO as an isolated structure (the ωB97M-V functional and the def2-TZVPD basis).

Last column: Mulliken charge in e.
Cartesian coordinates (Å):
N -1.5102 -1.9465 0.2530  -0.47
C -1.1598 -1.0230 0.9413  -0.12
C -0.8811 0.3958 0.6669  0.61
O 0.1746 1.1272 1.1921  -0.38
C 0.8115 1.1560 -0.1083  -0.19
C 1.2662 -0.1785 -0.5009  -0.34
C -0.1979 0.1935 -0.7514  -0.63
H -1.8339 0.9300 0.6759  0.31
H 1.1567 2.1318 -0.4314  0.38
H 1.8232 -0.2083 -1.4361  0.25
H 1.6114 -0.8942 0.2489  0.21
H -1.2607 -1.6837 -0.7502  0.36

As for the spin multiplicity: 1. Its gap between HOMO and LUMO (alpha / beta) is 8.343 / 6.955 eV.

---

Going through the records in order, we get calculated total energy values of -402.81226, -766.71085, -994.06518, -248.09929, -248.01848, -248.16877, -247.95849, -247.99832, -302.36506, -528.71293, -357.55488, -357.71877, -508.20973, -733.73955, -323.42155, -323.41267, -323.25617, -323.30982, -323.25498 Ha.
Going through the records in order, we get max |F| values of 6.5, 2.9, 7.3, 3.1, 8.3, 1.6, 5.0, 4.5, 2.3, 3.5, 9.3, 5.9, 5.4, 3.7, 1.8, 1.2, 0.7, 1.1, 0.9 eV Å⁻¹.
Going through the records in order, we get energy above the lowest of the compared OMol25 structures with the same formula, charge and spin values of 197.6, 258.8, 123.7, 461.4, 673.6, 279.0, 831.1, 217.2, 836.9, 299.5, 571.7, 141.4, 168.7, 471.6, 257.7, 281.0, 691.9, 551.0, 695.0 kJ/mol.